Entry from OMol25: a 2-piece molecular cluster, C6H10FN overall (ωB97M-V/def2-TZVPD).

ORCA input file:
```
! wB97M-V def2-TZVPD RIJCOSX def2/J DEFGRID3
* xyz 0 1
C -1.7797 -1.9107 -1.5760
C 1.5112 0.2164 -0.1698
C -0.6191 -0.4074 1.2265
C -0.6797 1.1751 -0.5966
C -0.3966 -1.6838 -1.6317
C 0.0052 0.0139 -0.0621
N -2.9219 -1.9242 -1.4656
F 0.2089 -1.0201 -2.7022
H 2.0759 -0.5891 0.1059
H 1.8331 0.5042 -1.1916
H 1.6620 1.0510 0.4243
H -0.1893 0.1861 2.0977
H -1.8062 -0.2936 1.1975
H -0.4137 -1.5579 1.5818
H -0.3394 1.3689 -1.5020
H -0.2847 2.0963 -0.0075
H -1.7908 1.1073 -0.6512
H 0.2176 -2.5007 -1.3640
*
```

The LUMO energy is -0.082 eV. As for the energy relative to the best compared isomer or geometry (same formula, charge and spin): 73.77 kcal per mole.